# C6H7NO

An isolated molecule of C6H7NO in a non-equilibrium geometry (wB97M-V/def2-TZVPD, the OMol25 dataset).

Results
DFT total energy = -362.6474 hartree
spin multiplicity = 1
SMILES = C=C1C=NOCC1=C
largest force on an atom = 4.9 eV/Å

Last column: Mulliken charge in e.
Geometry (Å):
C 1.78 1.43 0.04  -0.65
C 0.67 0.71 0.25  0.53
C -0.71 1.33 0.16  -0.43
N -1.80 0.75 -0.28  -0.35
O -1.83 -0.58 -0.39  -0.18
C -0.75 -1.19 0.49  -0.54
C 0.65 -0.82 0.16  0.60
C 1.81 -1.44 -0.33  -0.97
H 1.99 2.50 -0.45  0.18
H 2.81 0.96 0.15  0.24
H -0.78 2.37 0.03  0.43
H -1.23 -0.99 1.42  0.34
H -0.96 -2.28 0.27  0.30
H 2.75 -0.87 -0.60  0.17
H 1.95 -2.47 -0.35  0.31

=====

# C6H7NO

An isolated molecule of C6H7NO in a non-equilibrium geometry (wB97M-V/def2-TZVPD, the OMol25 dataset).

Results
DFT total energy = -362.6665 hartree
spin multiplicity = 1
SMILES = C=C/C=C\N=C1/CO1
largest force on an atom = 4.5 eV/Å

Last column: Mulliken charge in e.
Geometry (Å):
C 0.58 1.58 0.35  -0.86
C 0.22 1.44 -0.89  -0.18
C -1.00 0.69 -1.36  -0.42
C -1.11 -0.63 -1.23  -0.19
N 0.00 -1.31 -0.81  -0.45
C 0.43 -1.35 0.33  0.62
C 0.37 -1.29 1.77  -0.19
O 1.47 -1.84 1.02  -0.46
H 1.46 2.04 0.57  0.34
H -0.31 1.57 1.12  0.31
H 0.87 1.62 -1.73  0.33
H -1.69 1.27 -1.94  0.38
H -1.71 -1.28 -1.89  0.30
H 0.65 -0.44 2.29  0.27
H -0.24 -2.06 2.41  0.20

=====

# C6H7NO

C6H7NO as an isolated structure in a non-equilibrium geometry (wB97M-V/def2-TZVPD, the OMol25 dataset).

Results
DFT total energy = -362.5311 hartree
spin multiplicity = 1
largest force on an atom = 6.2 eV/Å

Last column: Mulliken charge in e.
Geometry (Å):
C -0.63 1.63 0.06  -0.76
C 0.43 0.58 0.26  0.40
C 1.86 0.59 -0.01  -0.48
C 2.22 -0.79 -0.28  -0.05
C 0.13 -0.91 0.47  0.10
C -1.21 -1.40 0.10  -0.07
H -0.44 2.86 -0.65  0.25
H -1.94 1.07 -0.46  0.29
H -0.98 1.77 1.21  0.27
H 2.70 1.34 0.04  0.31
H 3.48 -0.80 -0.49  0.21
H -1.34 -2.55 -0.06  0.33
H -3.15 -1.16 -0.05  0.36
N 1.22 -1.71 0.10  -0.68
O -2.34 -0.51 -0.23  -0.47

=====

# C6H7NO2

An isolated molecule of C6H7NO2 in a non-equilibrium geometry (wB97M-V/def2-TZVPD, the OMol25 dataset).

Results
DFT total energy = -437.8507 hartree
spin multiplicity = 1
SMILES = C/[N+]([O-])=C/c1ccco1
largest force on an atom = 10.7 eV/Å

Last column: Mulliken charge in e.
Geometry (Å):
C -2.74 1.48 0.19  -0.75
N -1.45 0.81 -0.33  0.32
O -1.26 1.11 -1.60  -0.63
C -0.64 0.21 0.48  -0.41
C 0.57 -0.43 0.11  0.35
C 1.42 -1.24 0.77  -0.18
C 2.55 -1.55 0.04  -0.37
C 2.36 -0.82 -1.10  -0.39
O 1.27 -0.11 -1.12  -0.28
H -3.41 1.04 -0.55  0.29
H -2.69 1.12 1.15  0.31
H -2.78 2.68 0.04  0.23
H -0.93 0.07 1.33  0.48
H 1.18 -1.55 1.98  0.13
H 3.60 -2.02 0.44  0.23
H 2.96 -0.80 -1.83  0.67

=====

# C6H7NO2S

C6H7NO2S as an isolated structure in a non-equilibrium geometry (wB97M-V/def2-TZVPD, the OMol25 dataset).

Results
DFT total energy = -836.0463 hartree
spin multiplicity = 1
largest force on an atom = 5.4 eV/Å

Last column: Mulliken charge in e.
Geometry (Å):
C -0.50 -0.67 -2.10  -0.97
C 0.10 0.28 -1.11  0.29
C 0.60 1.56 -1.26  -0.42
C 0.60 0.87 1.10  0.23
C 0.51 0.83 2.48  0.54
C -0.03 -0.07 0.25  0.30
H 0.24 -0.41 -3.17  0.30
H -0.35 -1.80 -1.84  0.28
H -1.75 -0.32 -2.17  0.23
H 1.02 1.87 -2.22  0.38
H 0.38 -1.32 2.36  0.44
H -0.58 -2.12 -0.58  0.30
H -1.62 -0.96 1.15  0.37
N -0.45 -1.33 0.72  -0.85
O 0.19 -0.40 3.03  -0.60
O 0.69 1.81 3.16  -0.59
S 0.96 2.18 0.19  -0.22

=====

# C6H7NO2Si

A 2-piece molecular cluster, C6H7NO2Si overall in a non-equilibrium geometry (wB97M-V/def2-TZVPD, the OMol25 dataset).

Results
DFT total energy = -727.2985 hartree
spin multiplicity = 1
largest force on an atom = 4.1 eV/Å

Last column: Mulliken charge in e.
Geometry (Å):
C 0.37 0.92 2.60  -0.34
C -0.92 1.17 2.16  -0.41
C 1.34 0.30 1.79  -0.28
C -1.27 0.57 0.87  -0.56
C 0.99 -0.29 0.57  -0.25
C -0.32 -0.13 0.29  0.22
N 0.63 -0.59 -2.84  0.80
O 1.46 -1.48 -3.12  -0.55
O 0.89 0.57 -2.64  -0.48
Si -0.98 -1.23 -2.56  0.34
H 0.69 1.40 3.57  0.30
H -1.60 1.54 2.88  0.37
H 2.44 0.04 2.15  0.22
H -2.27 0.65 0.46  0.34
H 1.69 -0.77 -0.13  0.36
H -1.83 -0.02 -2.84  -0.04
H -1.31 -2.65 -3.20  -0.03

=====

# C6H7NO3

A 2-piece molecular cluster, C6H7NO3 overall in a non-equilibrium geometry (wB97M-V/def2-TZVPD, the OMol25 dataset).

Results
DFT total energy = -513.0422 hartree
spin multiplicity = 1
largest force on an atom = 4.3 eV/Å

Last column: Mulliken charge in e.
Geometry (Å):
O 2.57 0.62 -0.75  -0.50
C 1.32 0.47 -1.02  0.16
O 0.90 -0.74 -1.17  -0.21
C -0.22 -1.06 -0.29  -0.91
C -0.85 0.28 -0.15  1.44
N -0.16 1.13 0.81  -0.72
C 0.22 1.33 -0.59  -0.11
C -2.26 0.46 -0.38  -1.16
C -3.47 0.57 -0.45  0.09
H -0.82 -1.78 -0.87  0.26
H -0.75 1.91 1.09  0.31
H 0.06 2.29 -1.08  0.47
H -4.53 0.67 -0.30  0.45
H 1.29 -2.53 1.25  0.36
O 2.08 -2.15 1.83  -0.69
H 2.93 -0.14 -0.05  0.41
H 1.68 -1.32 2.12  0.33

=====

# C6H7NO3

A 2-piece molecular cluster, C6H7NO3 overall in a non-equilibrium geometry (wB97M-V/def2-TZVPD, the OMol25 dataset).

Results
DFT total energy = -513.1490 hartree
spin multiplicity = 1
largest force on an atom = 5.4 eV/Å

Last column: Mulliken charge in e.
Geometry (Å):
O 0.70 -1.82 0.95  -0.55
C 0.24 -0.73 0.77  0.33
C -1.08 -0.16 0.20  0.18
O -0.59 1.16 0.46  -0.53
C 0.64 0.68 1.01  0.66
C 1.35 1.31 2.16  -0.58
C 1.97 1.34 0.79  -0.73
C -1.36 -0.38 -1.27  0.34
N -0.48 -0.04 -2.18  -0.65
H -1.97 -0.43 0.78  0.42
H 0.90 2.23 2.54  0.24
H 1.77 0.63 2.91  0.26
H 2.81 0.69 0.57  0.26
H 1.93 2.28 0.24  0.24
O -1.74 -1.57 -1.61  -0.64
H -0.10 0.89 -2.02  0.22
H -0.92 -1.36 -2.66  0.55